[1]
Here is a cluster of 3 separate species, C4H11NO2 in total from the Open Molecules 2025 dataset. Energies are from the ωB97M-V functional and the def2-TZVPD basis.

Summary:
HOMO energy in eV: -8.794
SMILES: C=NC(=C)C.O.O
ΔE to the lowest compared entry with this formula, charge and spin in eV: 2.870

The geometry in ORCA input format:
```
! RIJCOSX wB97M-V def2-TZVPD def2/J DEFGRID3
* xyz 0 1
C -0.47 1.58 1.20
N -1.19 0.56 1.02
C -1.27 0.00 -0.29
C -0.21 -0.02 -1.11
C -2.62 -0.41 -0.76
H -0.62 2.26 2.03
H 0.29 1.92 0.49
H 0.80 -0.25 -0.78
H -0.34 0.09 -2.18
H -2.77 -0.13 -1.81
H -2.79 -1.48 -0.71
H -3.40 0.08 -0.18
O 1.66 -1.76 1.30
H 1.09 -1.32 1.94
H 1.96 -2.55 1.77
O 3.61 0.70 -0.60
H 3.09 0.60 -1.40
H 3.18 0.14 0.06
*
```

***

[2]
Here is a structure of composition C52H57NOP3Pt from the Open Molecules 2025 dataset. Energies are from the ωB97M-V functional and the def2-TZVPD basis.

Summary:
HOMO energy in eV: -14.557
ΔE to the lowest compared entry with this formula, charge and spin in eV: 0.000

The geometry in ORCA input format:
```
! RIJCOSX wB97M-V def2-TZVPD def2/J DEFGRID3
* xyz 3 1
Pt -0.69 -0.69 -0.72
C -1.13 -3.73 0.80
N -1.96 -3.11 1.81
C -2.97 -2.23 1.31
P -2.39 -0.58 0.74
C -1.92 0.38 2.18
C -1.78 1.76 2.04
C -1.48 2.53 3.15
C -1.31 1.93 4.40
C -1.44 0.56 4.53
C -1.75 -0.23 3.43
C -3.90 0.11 0.05
C -4.66 1.07 0.73
C -5.90 1.43 0.24
C -6.41 0.82 -0.91
C -5.67 -0.16 -1.56
C -4.42 -0.52 -1.08
C -2.18 -3.81 3.04
C -1.08 -4.21 3.80
C -1.27 -4.89 4.99
C -2.55 -5.14 5.46
C -3.65 -4.74 4.71
C -3.46 -4.08 3.50
P 0.15 -2.50 0.37
C 1.28 -2.46 1.75
C 1.30 -1.38 2.63
C 2.10 -1.43 3.75
C 2.90 -2.54 4.00
C 2.90 -3.61 3.11
C 2.09 -3.58 1.99
C 1.03 -2.96 -1.14
C 0.30 -3.47 -2.23
C 0.96 -3.84 -3.39
C 2.34 -3.69 -3.48
C 3.06 -3.17 -2.42
C 2.42 -2.79 -1.25
H -1.70 -4.01 -0.10
H -0.66 -4.64 1.18
H -3.66 -1.97 2.12
H -3.57 -2.65 0.50
H -1.92 2.23 1.08
H -1.40 3.61 3.06
H -1.09 2.54 5.26
H -1.32 0.09 5.50
H -1.84 -1.30 3.55
H -4.29 1.53 1.63
H -6.49 2.17 0.76
H -7.38 1.10 -1.28
H -6.08 -0.65 -2.43
H -3.86 -1.30 -1.58
H -0.07 -3.99 3.46
H -0.41 -5.20 5.57
H -2.70 -5.66 6.40
H -4.65 -4.95 5.05
H -4.33 -3.82 2.91
H 0.67 -0.52 2.44
H 2.10 -0.60 4.45
H 3.52 -2.57 4.88
H 3.52 -4.47 3.30
H 2.08 -4.43 1.31
H -0.77 -3.59 -2.16
H 0.40 -4.25 -4.22
H 2.85 -4.00 -4.38
H 4.14 -3.07 -2.49
H 2.98 -2.41 -0.41
C -2.67 0.22 -3.61
P -1.22 0.62 -2.61
C 0.15 0.17 -3.71
C -1.26 2.42 -2.50
C -2.35 3.01 -1.86
C -2.44 4.39 -1.76
C -1.44 5.19 -2.30
C -0.34 4.61 -2.93
C -0.25 3.23 -3.02
H -3.57 0.68 -3.20
H -2.82 -0.86 -3.67
H -2.50 0.61 -4.62
H 0.21 0.86 -4.56
H -0.04 -0.83 -4.09
H 1.11 0.17 -3.19
H -3.15 2.39 -1.45
H -3.30 4.85 -1.29
H -1.52 6.27 -2.24
H 0.42 5.23 -3.36
H 0.60 2.79 -3.53
C 2.25 1.90 1.71
C 2.22 3.27 1.00
C 0.84 3.54 0.39
C 3.30 3.41 -0.02
C 4.22 4.41 0.02
C 5.22 4.50 -0.96
C 5.39 3.59 -2.02
C 4.54 2.54 -2.17
C 4.68 1.58 -3.31
C 4.58 0.10 -2.94
C 3.67 1.98 -4.40
C 3.38 2.44 -1.18
O 2.52 1.59 -1.33
H 1.55 1.94 2.54
H 3.24 1.67 2.11
H 1.94 1.11 1.03
H 2.42 4.04 1.75
H 0.48 2.68 -0.17
H 0.84 4.41 -0.28
H 0.15 3.75 1.20
H 4.19 5.14 0.82
H 5.93 5.32 -0.88
H 6.21 3.73 -2.71
H 5.69 1.76 -3.71
H 3.65 -0.15 -2.45
H 5.41 -0.21 -2.30
H 4.65 -0.48 -3.86
H 2.65 1.81 -4.06
H 3.85 1.35 -5.28
H 3.78 3.02 -4.70
*
```

***

[3]
Here is a cluster of 13 separate species, C19H66N24O13 in total from the Open Molecules 2025 dataset. Energies are from the ωB97M-V functional and the def2-TZVPD basis.

Summary:
HOMO energy in eV: -8.259
ΔE to the lowest compared entry with this formula, charge and spin in eV: 0.402

The geometry in ORCA input format:
```
! RIJCOSX wB97M-V def2-TZVPD def2/J DEFGRID3
* xyz 0 1
C -2.85 6.35 0.59
C -2.39 5.87 -0.81
C -2.72 6.86 -1.92
O -2.70 6.24 -3.21
C -2.95 7.20 -4.23
N -0.93 5.62 -0.88
H -3.78 6.92 0.56
H -2.07 7.00 0.99
H -3.08 5.52 1.26
H -2.92 4.92 -0.91
H -1.86 7.54 -1.86
H -3.64 7.41 -1.70
H -3.95 7.60 -4.14
H -2.82 6.69 -5.19
H -2.13 7.92 -4.26
H -0.67 5.25 -1.78
H -0.62 4.98 -0.17
C -5.26 -3.60 2.84
C -3.80 -4.03 2.69
C -2.85 -2.86 2.53
O -2.61 -2.20 3.77
C -1.63 -1.15 3.63
N -3.32 -4.94 3.78
H -5.71 -3.24 1.92
H -5.26 -2.85 3.64
H -5.94 -4.36 3.23
H -3.66 -4.62 1.78
H -3.06 -2.30 1.61
H -1.84 -3.22 2.28
H -0.66 -1.65 3.67
H -1.72 -0.36 4.37
H -1.68 -0.68 2.65
H -4.12 -5.46 4.13
H -3.01 -4.35 4.55
C 0.68 -0.73 0.63
O 0.30 0.42 0.92
N 1.81 -1.29 1.08
N -0.06 -1.48 -0.18
H 2.55 -0.81 1.58
H 1.89 -2.25 0.81
H 0.39 -2.20 -0.71
H -1.04 -1.24 -0.21
C 1.56 1.13 4.34
O 2.18 0.07 4.22
N 0.66 1.64 3.47
N 1.77 1.97 5.39
H 0.44 2.60 3.69
H 0.53 1.17 2.58
H 2.31 1.72 6.19
H 1.39 2.89 5.29
C -1.00 -0.62 -5.17
O -1.94 -0.12 -5.75
N -0.20 -1.57 -5.75
N -0.59 -0.44 -3.89
H -0.63 -1.88 -6.61
H 0.71 -1.90 -5.48
H 0.15 -1.04 -3.60
H -1.03 0.36 -3.43
C -4.23 -1.14 -1.80
O -4.86 -2.13 -1.44
N -4.50 -0.45 -2.92
N -3.08 -0.75 -1.18
H -4.05 0.38 -3.25
H -5.13 -0.91 -3.55
H -2.57 -0.09 -1.74
H -2.55 -1.41 -0.63
C 2.85 -1.10 -4.43
O 3.38 -2.19 -4.30
N 2.54 -0.24 -3.43
N 2.53 -0.51 -5.63
H 2.12 0.65 -3.57
H 2.62 -0.61 -2.49
H 2.15 0.41 -5.66
H 2.62 -1.06 -6.47
C 1.89 3.46 0.40
O 2.30 4.54 0.79
N 0.71 3.22 -0.24
N 2.53 2.28 0.59
H 0.41 2.27 -0.27
H 0.09 4.01 -0.32
H 2.01 1.42 0.58
H 3.44 2.26 1.01
C -2.18 2.86 -3.21
O -2.00 1.69 -2.86
N -1.19 3.64 -3.68
N -3.41 3.42 -3.17
H -0.36 3.18 -4.03
H -1.23 4.63 -3.50
H -3.46 4.42 -3.35
H -4.17 2.94 -2.74
C 1.65 -4.38 -2.02
O 1.81 -3.53 -1.15
N 0.78 -5.40 -1.84
N 2.36 -4.52 -3.14
H 0.26 -5.37 -0.98
H 0.70 -6.10 -2.55
H 3.00 -3.85 -3.57
H 2.16 -5.28 -3.77
C 5.55 -0.42 -0.25
O 6.03 0.60 -0.75
N 5.19 -0.56 1.05
N 5.20 -1.47 -0.98
H 5.47 0.19 1.66
H 4.89 -1.43 1.49
H 5.31 -1.39 -1.98
H 4.79 -2.26 -0.53
C 4.67 -2.65 3.99
O 4.66 -2.49 2.77
N 4.15 -1.73 4.82
N 5.37 -3.66 4.55
H 3.63 -0.94 4.44
H 4.15 -1.79 5.82
H 5.48 -3.64 5.55
H 5.89 -4.35 4.05
C 0.47 -3.70 4.44
O -0.43 -4.53 4.52
N 1.04 -3.03 5.45
N 1.07 -3.43 3.25
H 0.64 -3.15 6.36
H 1.62 -2.21 5.34
H 0.64 -3.98 2.52
H 2.00 -3.06 3.14
*
```

***

[4]
Here is the ion C10H11N3O with charge +2 from the Open Molecules 2025 dataset. Energies are from the ωB97M-V functional and the def2-TZVPD basis.

Summary:
HOMO energy (spin up / spin down) in eV: -18.062 / -18.332
Expectation value of S²: 2.026

The geometry in ORCA input format:
```
! RIJCOSX wB97M-V def2-TZVPD def2/J DEFGRID3
* xyz 2 3
C -2.56 1.10 3.21
C -0.55 -0.51 0.00
C -2.57 -0.45 1.57
C -1.34 0.03 1.12
C 0.59 0.08 -0.43
C -0.74 1.09 1.90
C 1.11 1.24 0.32
C 1.58 -1.88 -1.46
C 0.58 -0.14 -2.99
C 1.27 -0.45 -1.65
N -3.10 0.18 2.63
N 0.46 1.44 1.62
N -1.36 1.63 3.03
O 2.01 1.94 -0.01
H -1.02 -1.35 -0.63
H -3.02 -1.51 1.30
H 0.69 -2.45 -1.05
H 2.30 -2.00 -0.48
H 2.18 -2.22 -2.33
H -0.22 0.63 -2.86
H 0.15 -1.11 -3.40
H 1.40 0.14 -3.63
H 2.28 -0.01 -1.66
H 0.86 2.26 2.18
H -0.97 2.31 3.70
*
```

***

no.,F_max (eV/A),molar mass (g/mol),energy (eV)
1,1.7,105.1,-9909.372
2,0.6,1000.0,-89477.625
3,2.5,838.9,-83163.344
4,4.6,189.2,-17043.215